This record from the Open Molecules 2025 dataset describes a single C3H8NOP molecule. The level of theory is the ωB97M-V functional and the def2-TZVPD basis.

Calculated values
* HOMO level (alpha / beta): -0.30470 / -0.30473 Ha
* HOMO-LUMO gap (alpha / beta): 7.9 / 7.9 eV
* F_max: 3.2 eV/Å
* multiplicity: 1
* energy relative to the best compared isomer or geometry (same formula, charge and spin): 238.0 kJ/mol
* E_tot: -16064.58694 eV

Structure (XYZ):
```
14
C3H8NOP (the ωB97M-V functional and the def2-TZVPD basis)
N 1.012 -2.304 0.148
H 1.874 -1.693 -0.044
O -1.086 -0.616 -1.030
H 1.487 1.081 0.377
H -1.659 2.116 -0.091
C 0.941 0.766 -0.499
H -2.443 0.801 0.576
P -0.289 -1.590 0.964
H 0.961 -3.348 0.087
H 0.731 1.693 -0.933
H 1.508 0.227 -1.347
H -1.074 1.565 1.410
C -0.524 0.114 -0.135
C -1.440 1.188 0.516
```

---

This record from the Open Molecules 2025 dataset describes a gas-phase ion, C6H7N2O2 (charge +1). The level of theory is the ωB97M-V functional and the def2-TZVPD basis.

Calculated values
* HOMO level: -0.54406 Ha
* HOMO-LUMO gap: 10.5 eV
* F_max: 3.3 eV/Å
* total charge: +1
* multiplicity: 1
* SMILES: C[n+]1ccn2c1C(=O)OC2
* energy relative to the best compared isomer or geometry (same formula, charge and spin): 121.6 kJ/mol
* E_tot: -13402.88781 eV

Structure (XYZ):
```
17
C6H7N2O2 (the ωB97M-V functional and the def2-TZVPD basis)
C -0.864 -1.570 -0.016
C -1.667 -0.448 0.081
C 1.750 -1.615 -0.070
C 1.900 0.695 -0.118
N 0.418 -1.125 -0.076
H -2.690 -0.302 0.373
N -0.847 0.702 -0.088
O 2.387 1.770 -0.071
C -1.397 2.068 -0.028
H -0.662 2.840 0.151
H -1.815 1.903 0.946
H -1.174 -2.597 -0.072
H 1.841 -2.213 -0.883
H -2.153 2.266 -0.788
O 2.560 -0.462 -0.010
C 0.402 0.231 -0.148
H 2.011 -2.143 0.817
```

---

This record from the Open Molecules 2025 dataset describes a molecular structure, C32H96As2F12N8O8. The level of theory is the ωB97M-V functional and the def2-TZVPD basis.

Calculated values
* HOMO level: -0.73710 Ha
* HOMO-LUMO gap: 6.7 eV
* F_max: 4.3 eV/Å
* total charge: +6
* multiplicity: 1
* energy relative to the best compared isomer or geometry (same formula, charge and spin): 887.0 kJ/mol
* E_tot: -217265.24450 eV

Structure (XYZ):
```
158
C32H96As2F12N8O8 (the ωB97M-V functional and the def2-TZVPD basis)
H -23.391 6.810 -16.233
H -29.675 9.757 -19.291
H -20.622 17.743 -16.005
F -24.370 10.369 -16.592
H -20.433 14.704 -14.210
C -20.178 17.646 -16.996
N -17.894 12.913 -15.783
C -25.530 11.418 -11.720
H -25.214 5.588 -15.495
H -20.168 18.613 -17.499
C -30.782 10.714 -16.813
F -25.040 14.848 -13.268
H -20.353 12.920 -14.472
H -29.095 9.188 -16.327
H -25.861 12.436 -13.952
H -29.886 18.656 -17.069
H -28.559 16.514 -18.359
H -25.461 8.668 -21.944
H -26.521 16.892 -16.281
C -25.959 16.131 -18.375
C -27.214 12.789 -23.808
F -23.513 10.152 -18.921
H -24.931 13.502 -22.609
H -24.897 11.700 -14.985
C -25.020 10.789 -13.038
C -29.831 18.081 -16.145
H -30.814 11.344 -15.924
H -27.717 13.749 -23.922
H -26.135 14.567 -21.901
C -19.598 13.746 -11.976
H -22.701 14.775 -18.348
H -25.814 12.639 -9.591
H -26.638 14.418 -16.350
H -27.486 10.784 -17.136
H -24.966 7.690 -16.436
H -23.545 9.641 -11.941
H -21.072 8.239 -16.610
H -28.455 11.637 -17.867
C -24.949 13.152 -10.011
H -18.216 12.098 -15.280
H -31.652 10.056 -16.816
H -19.265 10.276 -19.203
H -27.795 14.490 -17.442
H -26.128 10.661 -21.219
F -22.777 15.893 -12.823
H -19.632 16.029 -19.067
H -25.731 8.366 -23.667
H -18.613 7.372 -19.157
As -23.765 15.489 -14.275
H -22.730 10.865 -12.947
C -24.349 6.850 -16.753
F -24.795 15.051 -15.659
H -18.719 9.303 -22.761
H -26.983 7.305 -19.856
C -26.173 8.780 -22.761
H -19.361 10.679 -21.834
H -28.096 4.163 -18.487
H -20.203 14.640 -11.824
C -19.783 13.842 -14.359
C -28.107 17.108 -17.565
H -21.752 13.817 -19.303
C -26.729 12.496 -22.404
H -19.535 13.672 -17.816
F -26.131 10.569 -18.441
O -26.984 4.253 -16.809
N -28.427 11.124 -16.998
O -28.940 17.022 -16.333
H -24.010 7.152 -17.744
F -22.299 15.983 -15.236
H -22.252 16.713 -20.327
O -24.558 12.367 -11.152
C -29.439 9.194 -18.388
C -19.928 9.514 -19.614
H -26.549 11.801 -11.784
H -20.822 10.071 -19.895
O -28.131 8.635 -18.466
N -25.754 13.642 -22.040
H -25.304 16.964 -18.630
C -18.733 9.790 -21.785
C -23.604 10.220 -12.863
C -20.782 9.022 -17.311
C -20.550 16.611 -19.150
H -27.591 12.597 -21.744
H -26.949 6.375 -16.955
H -28.525 3.058 -17.207
C -29.417 9.923 -17.064
N -27.404 14.998 -16.662
O -20.955 16.747 -17.800
H -20.367 17.619 -19.523
H -18.448 8.320 -17.809
H -24.233 13.391 -9.224
H -26.454 15.747 -19.267
O -26.709 10.062 -22.949
H -23.687 4.114 -17.670
H -25.193 13.570 -21.203
H -28.041 15.044 -15.880
C -26.147 11.088 -22.221
O -18.914 13.907 -13.222
H -18.796 13.746 -11.238
H -17.689 10.041 -21.597
F -24.674 12.331 -19.586
C -22.326 14.741 -19.371
As -24.535 11.344 -18.030
C -25.086 5.561 -16.577
H -19.103 6.818 -17.690
H -30.814 11.475 -17.593
N -24.125 4.355 -16.792
H -24.237 12.545 -13.733
H -24.566 3.523 -16.428
H -20.705 14.568 -16.872
H -21.676 9.617 -17.501
H -29.012 4.765 -17.180
H -26.987 8.114 -22.476
H -26.177 5.388 -18.309
N -20.707 15.490 -21.250
H -30.753 17.820 -15.625
H -20.320 12.940 -11.846
C -20.019 13.722 -16.840
H -25.084 11.107 -22.463
F -22.985 12.137 -17.618
H -21.067 7.813 -18.928
H -29.406 18.679 -15.339
C -21.572 15.900 -20.070
H -20.032 14.793 -20.967
C -26.899 16.347 -17.146
H -17.735 12.497 -16.690
H -25.201 14.139 -10.400
H -23.255 14.462 -19.868
F -23.033 13.867 -14.239
O -19.212 8.910 -20.759
C -28.196 4.078 -17.405
H -17.009 13.006 -15.306
H -30.200 8.413 -18.379
H -28.010 12.109 -24.112
H -25.282 15.299 -18.182
C -18.978 14.029 -15.693
H -27.887 8.614 -20.528
H -21.250 15.129 -22.021
H -27.943 18.162 -17.787
F -24.391 17.128 -14.359
H -25.791 10.146 -13.464
N -19.028 7.637 -18.276
H -23.502 9.593 -13.749
H -26.361 12.822 -24.485
C -26.474 5.443 -17.262
H -18.489 15.003 -15.674
C -27.900 7.880 -19.723
H -19.140 17.322 -17.073
F -25.408 12.776 -17.274
C -20.288 8.489 -18.574
H -20.082 16.236 -21.519
N -24.989 11.928 -14.006
H -23.274 4.572 -16.293
H -20.059 9.746 -16.936
H -28.618 11.737 -16.219
H -25.645 10.687 -10.920
H -28.620 7.147 -20.088
H -20.618 12.818 -16.728
```

---

This record from the Open Molecules 2025 dataset describes a molecular structure, C37H98NO13V. The level of theory is the ωB97M-V functional and the def2-TZVPD basis.

Calculated values
* HOMO level (alpha / beta): -0.48712 / -0.48712 Ha
* HOMO-LUMO gap (alpha / beta): 6.0 / 5.3 eV
* F_max: 4.9 eV/Å
* total charge: +2
* multiplicity: 5
* E_tot: -93731.52354 eV

Structure (XYZ):
```
150
C37H98NO13V (the ωB97M-V functional and the def2-TZVPD basis)
H -3.438 -4.090 1.323
H 7.084 -0.684 -3.356
C 0.955 4.330 -2.257
H 2.187 3.658 -6.097
H -5.378 -1.923 -3.994
H 0.674 -1.796 1.604
H -0.482 0.976 2.475
H -0.829 4.276 -3.406
H -4.662 -3.264 -2.003
H 0.795 3.057 -5.536
H 4.113 4.718 1.756
H -1.620 -5.801 -0.629
O -9.574 1.660 -0.378
H 4.639 -5.727 0.586
H 1.704 -3.655 3.029
C -0.981 -1.841 6.653
H 6.383 -1.556 -1.970
O 1.953 4.763 -3.248
H 0.543 -2.147 -4.245
C -3.656 -0.851 0.424
H -8.667 -0.273 0.834
H 1.441 -3.572 -4.847
H 1.848 4.488 3.383
H -2.378 4.714 -1.714
H 4.330 -0.419 -1.008
V -1.766 -2.780 -3.039
H -7.965 3.339 0.151
H 0.650 1.765 0.264
H 1.210 6.340 -1.488
H 3.025 1.849 2.343
C 2.664 -4.168 2.978
H -3.966 -5.110 0.006
H -2.565 0.178 2.670
H 5.537 0.505 1.871
H 3.431 -3.529 3.415
C -4.755 -1.614 -3.154
H 0.607 -4.608 -2.882
C -8.200 1.332 -0.513
C 2.603 1.810 -5.161
H -0.147 -5.710 0.918
C 0.398 5.642 -1.689
C -0.511 -4.704 0.711
O -1.755 -3.764 -1.005
H -3.636 5.967 -3.024
H -2.071 -1.523 2.472
C 5.598 0.468 -2.380
H 1.512 -0.193 1.693
H 5.687 -1.169 2.520
O 0.166 -3.844 -3.261
C -1.785 -4.852 -0.118
H 2.604 -4.896 3.787
H -1.806 1.988 0.735
H -2.182 -1.100 8.676
H -6.403 2.475 -0.077
C 0.577 -0.716 1.491
H -3.881 3.953 -0.919
H 1.428 2.196 -6.949
C 6.172 -0.869 -2.789
C 3.224 2.838 2.755
H 0.394 0.688 6.915
O -2.495 -0.493 8.002
H 0.202 -0.314 8.403
H -2.550 1.534 -0.705
C 1.955 0.462 -4.893
H 4.607 -0.140 3.226
H -8.030 1.169 1.584
H 2.068 -1.630 -0.496
H -4.144 -0.400 -0.440
H 3.354 -2.993 1.032
H 6.259 1.470 -3.886
H -3.420 1.635 0.929
C -0.460 -0.113 2.495
H 3.392 0.112 -2.507
C 4.202 0.314 -1.805
H -3.506 3.596 -2.553
H 0.948 -1.208 -1.894
C -3.143 -4.933 0.699
H 1.439 3.852 -1.406
H 4.804 3.157 1.411
H -1.841 0.110 6.185
H -7.412 3.090 -1.491
H -0.055 -1.812 6.078
H -0.759 -4.198 1.644
C -7.957 0.543 0.694
H 6.267 0.970 -1.680
H 3.434 1.622 -5.841
C 1.047 -3.071 -3.962
H -0.916 3.108 -2.086
H -0.140 -0.377 3.504
H -3.164 -5.818 1.335
H 2.670 -0.318 -4.635
O -4.091 5.604 -2.260
C -1.486 -0.426 7.066
H -0.365 6.079 -2.333
C -0.299 0.319 7.672
H -5.445 -1.153 -2.448
H 1.238 0.455 -4.073
O 3.981 -0.920 1.474
O 5.399 1.309 -3.492
O 3.994 2.715 3.857
H -0.795 -2.347 7.600
C 0.639 0.982 -0.493
C 3.867 3.663 1.640
C 1.701 2.686 -6.014
H -0.260 5.428 -0.846
H 0.609 -2.531 -0.805
H 1.663 1.058 -0.859
C 1.863 3.431 3.118
H -0.135 1.235 -1.218
C 5.000 -0.371 2.236
H -3.618 -1.929 0.266
H 3.676 -0.233 0.877
O 3.068 2.497 -3.974
H 1.137 3.327 2.312
H -9.540 2.249 0.379
H 0.215 -3.994 0.317
H 5.507 -1.490 -3.390
C -3.412 4.383 -1.804
C -2.557 1.293 0.358
C 3.072 -4.802 1.689
H 3.312 3.572 0.706
H 5.322 -4.801 1.872
H -4.077 -0.820 -3.468
H -6.960 0.104 0.711
O -1.609 -0.883 -1.702
H -8.086 0.868 -1.492
H -1.674 -2.974 -0.466
H 2.465 3.982 -3.469
H 1.407 -0.025 -5.699
C 0.227 -0.479 -0.009
H 0.086 2.660 -3.297
C -1.881 -0.498 2.155
C 4.462 -5.420 1.617
H 1.524 2.847 3.974
O 3.014 -3.823 0.691
O -4.056 -2.672 -2.455
H 2.398 -5.625 1.451
H -0.505 1.282 8.139
N -1.249 -0.772 -0.252
C -7.395 2.664 -0.487
C 1.045 -1.534 -0.859
H 3.910 1.140 -1.156
H 3.748 1.882 -3.688
H 4.601 -6.377 2.121
C -0.246 3.575 -2.808
H -4.322 -0.634 1.259
H 4.371 3.568 4.086
C -2.292 -0.194 0.580
H 1.831 -2.890 -3.227
H -1.728 -2.391 6.080
```

---

This record from the Open Molecules 2025 dataset describes 2 unconnected molecules or ions with the total composition C4H8NO3. The level of theory is the ωB97M-V functional and the def2-TZVPD basis.

Calculated values
* HOMO level: -0.16397 Ha
* HOMO-LUMO gap: 8.5 eV
* F_max: 2.1 eV/Å
* total charge: -1
* multiplicity: 1
* energy relative to the best compared isomer or geometry (same formula, charge and spin): 133.0 kJ/mol
* E_tot: -11911.91511 eV

Structure (XYZ):
```
16
C4H8NO3 (the ωB97M-V functional and the def2-TZVPD basis)
H -1.767 -1.816 -1.175
C -1.532 -2.026 -0.094
H -0.923 -0.024 0.514
H 0.987 -2.353 0.686
O 0.329 1.121 -1.304
N 1.092 3.145 -0.531
H -0.873 -1.418 1.760
H 0.848 3.854 0.145
O -0.159 1.859 0.802
C 0.781 -1.391 0.203
O -1.890 -3.081 0.446
C 0.376 1.921 -0.353
H 1.201 3.363 -1.524
C -0.698 -1.111 0.705
H 1.433 -0.590 0.612
H 0.795 -1.452 -0.893
```

---

no.,molar mass (g/mol)
1,105.077
2,139.134
3,1098.988
4,816.129
5,118.112